This record from the OMol25 dataset describes 2 unconnected molecules or ions with the total composition C6H16 in a non-equilibrium geometry. The level of theory is wB97M-V/def2-TZVPD.

Geometry (Å):
C  -0.48  1.76  -0.81
C  -1.72  0.88  -1.25
C  0.55  1.40  -1.81
H  -0.29  1.63  0.23
H  -0.57  2.83  -0.68
H  -1.42  0.10  -1.86
H  -2.03  0.33  -0.45
H  0.71  0.34  -1.63
H  1.54  1.91  -1.52
H  -2.38  1.58  -1.73
H  0.26  1.86  -2.83
C  0.57  -1.06  0.88
C  0.86  -2.52  0.75
C  0.19  -0.48  2.25
H  1.41  -0.35  0.53
H  -0.17  -0.69  0.16
H  0.03  -3.10  0.54
H  0.83  -0.82  3.03
H  1.38  -2.88  1.59
H  1.46  -2.57  -0.22
H  0.06  0.62  2.27
H  -0.79  -0.75  2.58

Properties
spin multiplicity: 2
molecular weight: 88.2 g mol⁻¹
total charge: -1
total energy: -238.072376 hartree
HOMO energy (spin up / spin down): 0.054 / -0.264 hartree